Entry 1:
Entry from the OMol25 dataset: a 2-piece molecular cluster, C6H15NOSi overall (ωB97M-V/def2-TZVPD).

XYZ file:
```
24
Properties=species:S:1:pos:R:3:forces:R:3
C 2.4502 0.7907 0.0471 -0.70 0.33 -0.68
C 1.1368 0.9666 -0.0442 -0.54 -0.68 0.28
C 3.1684 -0.4997 -0.0497 2.06 1.45 3.46
C 0.4962 2.3231 -0.1936 -1.38 -1.24 0.65
C -3.7821 0.6355 0.7520 -1.06 -1.75 -2.99
C -0.2132 -1.6193 -1.5851 -0.22 3.03 -0.38
N -0.0512 -1.2417 1.6967 -0.95 0.83 -1.67
O -2.7176 0.9809 -0.0151 2.65 0.13 -0.27
Si -0.0577 -0.4635 0.1164 -1.80 -0.75 -1.02
H 3.0141 1.7047 0.0832 0.64 0.27 0.02
H 3.4600 -0.7899 1.0321 0.04 0.35 -1.49
H 2.5350 -1.2651 -0.3230 -1.07 -1.81 -1.33
H 4.1068 -0.3552 -0.6042 -0.49 -0.59 -0.07
H -0.5439 2.2756 0.2775 1.10 0.43 -1.21
H 1.0707 3.0248 0.3493 0.65 1.05 0.43
H 0.5376 2.5344 -1.2646 -0.64 0.37 0.19
H -4.6998 0.8557 0.0929 0.66 -0.03 1.22
H -3.8493 1.0118 1.7180 -0.17 1.33 1.87
H -3.8014 -0.4515 0.8529 -0.35 -0.49 0.20
H -0.7793 -1.0698 -2.5048 0.89 -1.39 2.62
H 0.7930 -1.7556 -1.9892 0.19 0.05 0.26
H -0.5753 -2.5791 -1.2930 -0.72 -0.58 -0.12
H 0.8288 -1.5947 1.9702 0.87 -0.39 0.68
H -0.7818 -1.3179 2.4027 0.35 0.08 -0.67
```
Positions in Å, forces in eV/Å.

Properties
DFT total energy   -656.94422 Eh
Energy relative to the best compared isomer or geometry (same formula, charge and spin)   502.3 kJ/mol

---

Entry 2:
Entry from the OMol25 dataset: C16H14BCaF3N7O2Se as an isolated structure (ωB97M-V/def2-TZVPD).

XYZ file:
```
45
Properties=species:S:1:pos:R:3:forces:R:3
Ca -0.3905 0.2412 -0.5938 0.33 -0.03 -0.11
C 4.1280 1.1634 -0.8680 0.00 0.01 0.06
C 2.9851 0.7216 -1.5373 -0.08 -0.10 -0.13
N 1.8828 1.1723 -0.9534 -0.12 -0.07 0.37
N 2.2884 1.8957 0.1199 -0.03 0.10 -0.11
C 3.6286 1.9057 0.1813 0.01 0.06 0.09
B 1.3269 2.6830 1.0518 0.04 0.04 0.07
N 0.6454 1.7763 2.1098 -0.11 -0.01 -0.02
C 0.7261 1.9179 3.4424 0.08 0.05 -0.01
C -0.0786 0.9699 4.0389 0.01 0.00 -0.01
C -0.6298 0.2722 2.9601 -0.05 -0.10 -0.06
N -0.1987 0.7637 1.8078 0.19 0.12 -0.18
N 0.2651 3.4088 0.2119 -0.06 0.01 -0.12
C 0.1554 4.7267 -0.0222 0.06 0.03 0.06
C -0.9050 4.9325 -0.8801 0.00 -0.01 0.05
C -1.4001 3.6447 -1.1233 -0.12 -0.10 -0.07
N -0.6892 2.7390 -0.4703 0.17 -0.26 0.12
H 5.1576 0.9611 -1.1023 0.01 0.00 -0.01
H 2.9023 0.0790 -2.3990 0.03 0.00 0.01
H 4.1234 2.4486 0.9692 0.04 -0.01 -0.02
H 1.9825 3.4942 1.6514 0.01 0.03 0.01
H 1.3566 2.6845 3.8604 -0.02 -0.01 0.05
H -0.2364 0.8027 5.0892 0.00 0.00 0.01
H -1.3041 -0.5697 2.9555 0.00 0.00 0.05
H 0.8393 5.4135 0.4485 -0.02 0.04 -0.03
H -1.2737 5.8684 -1.2604 0.00 0.01 0.00
H -2.2396 3.3118 -1.7139 0.00 0.05 -0.02
F -5.0101 -1.3460 -1.3107 0.16 -0.02 0.02
C -3.6706 -1.3213 -1.2800 -0.07 -0.12 0.01
F -3.2936 -1.5864 0.0079 -0.04 -0.03 -0.14
F -3.2263 -2.3330 -2.0338 -0.09 0.12 0.09
C -3.0729 0.0640 -1.6519 -0.41 0.42 -0.09
O -3.7045 1.0365 -1.2630 -0.08 -0.08 -0.02
O -1.9483 0.0252 -2.2250 0.26 -0.29 0.16
Se 1.1948 -2.2288 -0.1350 -0.02 0.21 -0.06
C 0.3678 -3.8847 -0.5245 -0.15 -0.15 -0.01
C -0.9778 -4.1577 -0.2633 0.03 0.10 0.01
C -1.5034 -5.4022 -0.5588 -0.03 -0.01 0.01
N -0.8084 -6.4132 -1.0833 -0.02 0.00 0.00
C 0.4766 -6.1551 -1.3257 0.04 0.00 -0.01
C 1.0954 -4.9440 -1.0735 0.08 0.02 -0.02
H -1.6166 -3.3978 0.1651 0.01 -0.01 0.00
H -2.5535 -5.5938 -0.3581 0.00 -0.03 -0.01
H 1.0580 -6.9675 -1.7536 -0.03 -0.02 0.00
H 2.1456 -4.8226 -1.3068 -0.01 0.04 0.01
```
Positions in Å, forces in eV/Å.

Properties
DFT total energy   -4555.72240 Eh
Charge   -1
Energy relative to the best compared isomer or geometry (same formula, charge and spin)   67.0 kJ/mol

---

Entry 3:
Entry from the OMol25 dataset: C31H31BHgN10OS2 as an isolated structure (ωB97M-V/def2-TZVPD).

XYZ file:
```
77
Properties=species:S:1:pos:R:3:forces:R:3
Hg 0.4786 0.2081 0.5269 0.37 0.35 0.14
C -0.1922 -4.1710 1.8903 0.05 -0.01 -0.03
C 0.3182 -2.9706 1.3721 0.06 -0.08 -0.06
N -0.3133 -1.8286 1.4831 -0.27 0.06 -0.05
C -1.5327 -1.7527 2.0783 0.05 0.05 0.01
C -2.1228 -2.9198 2.6137 -0.01 -0.02 0.04
C -1.4032 -4.1329 2.5090 -0.04 0.01 0.01
C -3.3976 -2.8749 3.2255 0.06 -0.07 -0.03
C -4.0474 -1.6787 3.2542 0.04 0.17 -0.01
C -3.4894 -0.5022 2.7230 -0.04 -0.12 0.06
C -2.2136 -0.4478 2.1426 0.03 0.06 -0.09
N -1.5472 0.6161 1.6508 0.01 -0.05 -0.06
C -1.9518 1.9477 1.5368 0.01 -0.12 -0.04
C -3.2573 2.4581 1.6727 0.03 0.01 -0.09
C -3.5684 3.7799 1.3566 0.04 -0.03 -0.02
C -2.6034 4.6488 0.9003 0.01 -0.02 0.01
C -1.2659 4.2194 0.7967 0.04 0.09 -0.01
C -0.2307 5.0890 0.3517 0.02 -0.12 -0.03
C 1.0920 4.6136 0.3197 -0.16 0.17 -0.02
C 1.3444 3.3157 0.6675 -0.14 -0.20 0.08
N 0.3722 2.4440 1.0522 -0.01 0.05 0.00
C -0.9318 2.8782 1.1400 0.15 -0.03 -0.03
H 0.3641 -5.0877 1.7536 0.01 0.02 -0.02
H 1.2497 -2.9704 0.8227 0.00 -0.04 -0.01
H -1.8528 -5.0345 2.9100 0.00 0.00 0.01
H -3.8277 -3.7771 3.6417 0.00 0.00 -0.01
H -5.0308 -1.6147 3.7065 -0.01 0.02 -0.01
H -4.0925 0.3773 2.7938 0.01 0.12 0.13
H -4.0657 1.8523 2.0266 -0.07 -0.11 -0.09
H -4.5929 4.1150 1.4771 0.00 0.01 0.00
H -2.8492 5.6695 0.6289 0.00 0.01 0.03
H -0.4766 6.1091 0.0833 0.01 0.02 0.02
H 1.9139 5.2523 0.0192 0.00 0.01 0.01
H 2.3473 2.9085 0.6169 -0.01 -0.03 0.01
C 2.9987 -1.0697 3.1754 0.06 -0.02 -0.06
N 3.4089 -1.9700 2.1145 -0.05 0.08 0.14
C 3.8767 -3.2573 2.2764 -0.05 0.05 -0.11
C 4.1001 -3.7358 1.0290 -0.21 0.00 0.14
N 3.7591 -2.7613 0.1248 0.36 -0.40 -0.30
B 3.9347 -2.9756 -1.4388 0.07 0.08 0.06
N 2.6528 -2.5029 -2.1471 0.18 -0.20 -0.38
C 2.5506 -1.3642 -2.9243 -0.09 -0.02 0.15
C 1.3272 -1.3419 -3.4829 -0.02 -0.07 0.06
N 0.6730 -2.4826 -3.0407 -0.11 -0.11 -0.11
C -0.6661 -2.8783 -3.4043 -0.01 0.07 0.03
C 1.5044 -3.2162 -2.2506 -0.03 0.27 0.15
S 1.1225 -4.7090 -1.5438 -0.03 0.00 -0.03
C 3.3576 -1.6813 0.7883 -0.07 0.22 0.42
S 2.9589 -0.1321 0.1461 -0.15 0.01 -0.11
H 3.0342 -1.6167 4.1150 -0.01 0.02 0.01
H 1.9854 -0.7131 2.9982 -0.03 -0.04 0.01
H 3.6602 -0.2062 3.2197 0.01 0.01 -0.01
H 3.9885 -3.7114 3.2444 -0.01 0.02 0.01
H 4.4392 -4.7004 0.6988 -0.02 0.00 -0.03
H 4.8869 -2.3217 -1.8166 -0.16 0.03 0.01
H 4.0796 -4.1641 -1.5893 0.11 0.09 0.00
H 3.3373 -0.6332 -2.9454 0.01 -0.02 -0.03
H 0.8444 -0.6154 -4.1101 -0.03 0.04 0.01
H -1.2253 -1.9883 -3.6905 0.00 -0.01 -0.01
H -1.1400 -3.3538 -2.5482 0.01 0.00 0.01
H -0.6595 -3.5930 -4.2292 0.01 -0.01 -0.01
C 0.9380 4.0936 -3.4843 0.01 0.05 0.05
N -0.0726 3.2259 -2.9047 0.19 -0.11 0.07
C -1.3799 3.5703 -2.9021 0.04 0.20 -0.09
C -2.3112 2.7901 -2.3301 -0.07 -0.20 0.18
C -1.8448 1.5871 -1.7091 0.15 0.31 -0.16
N -0.5618 1.2890 -1.6206 -0.06 -0.21 -0.18
C 0.3882 2.1193 -2.1612 -0.22 0.26 0.22
O 1.5840 1.9720 -2.0160 0.13 -0.27 -0.18
N -2.7514 0.6932 -1.2498 -0.07 -0.26 0.20
H 0.4659 4.7255 -4.2346 0.00 0.02 0.00
H 1.7121 3.4845 -3.9427 -0.01 -0.02 -0.03
H 1.4069 4.7110 -2.7169 -0.04 -0.02 0.04
H -1.6246 4.5056 -3.3888 0.01 -0.02 -0.01
H -3.3543 3.0641 -2.3205 0.00 -0.01 0.01
H -3.6346 1.0853 -0.9587 0.02 0.01 0.00
H -2.3736 0.0401 -0.5725 -0.02 0.01 0.02
```
Positions in Å, forces in eV/Å.

Properties
DFT total energy   -2797.56733 Eh
Charge   -1
Energy relative to the best compared isomer or geometry (same formula, charge and spin)   19.4 kJ/mol
Multiplicity   2

---

Entry 4:
Entry from the OMol25 dataset: C44H48AsN8O3Pb as an isolated structure (ωB97M-V/def2-TZVPD).

XYZ file:
```
105
Properties=species:S:1:pos:R:3:forces:R:3
Pb 0.2525 -0.1436 1.9709 -0.03 0.14 -0.23
C 3.6849 1.2517 2.3218 0.07 0.05 0.02
N 3.0551 -0.0284 2.6262 -0.16 -0.03 -0.06
C 3.2358 -0.5742 3.9609 0.05 -0.02 0.04
C 2.0297 -0.4361 4.8479 0.10 0.02 -0.05
N 0.8037 -0.2048 4.4607 0.01 -0.08 -0.01
C 0.0237 -0.2574 5.6157 -0.08 0.03 -0.06
C -1.3481 -0.0893 5.7877 -0.02 0.01 0.00
C -1.8525 -0.2184 7.0653 0.04 -0.01 0.05
C -1.0167 -0.5022 8.1578 -0.03 0.00 -0.04
C 0.3457 -0.6614 8.0030 -0.03 0.03 -0.02
C 0.8401 -0.5309 6.7110 0.08 -0.06 0.07
N 2.1204 -0.6324 6.1865 -0.03 0.02 0.02
C 2.7106 2.3412 1.9667 0.06 -0.13 -0.02
N 1.4488 2.3598 2.2877 -0.02 0.09 0.13
C 0.9565 3.5594 1.7839 -0.05 -0.01 0.03
C -0.3257 4.0984 1.8537 0.00 0.00 0.04
C -0.5460 5.3116 1.2341 0.04 0.02 -0.03
C 0.4874 5.9872 0.5635 -0.03 -0.03 0.02
C 1.7693 5.4756 0.5063 -0.03 -0.01 0.00
C 1.9767 4.2517 1.1312 0.11 0.03 -0.04
N 3.0975 3.4468 1.2709 -0.06 0.03 -0.01
H 4.3849 1.1303 1.4903 0.00 0.02 0.01
H 4.2752 1.5954 3.1788 0.00 -0.02 -0.02
H 3.3008 -0.7133 1.9269 0.07 0.00 0.02
H 4.0931 -0.1161 4.4692 0.00 -0.04 -0.02
H 3.4520 -1.6428 3.8797 0.00 0.01 0.00
H -1.9939 0.1261 4.9474 0.01 -0.01 -0.01
H -2.9141 -0.1016 7.2322 -0.01 0.00 0.01
H -1.4520 -0.6011 9.1423 -0.01 0.01 0.01
H 0.9890 -0.8766 8.8447 0.01 -0.01 0.02
H 2.9622 -0.8392 6.6971 -0.01 0.01 -0.01
H -1.1088 3.5923 2.4035 -0.02 -0.03 -0.02
H -1.5283 5.7616 1.2717 -0.02 0.02 0.00
H 0.2764 6.9373 0.0932 -0.01 0.02 -0.01
H 2.5656 6.0077 0.0046 0.02 0.01 -0.02
H 4.0203 3.6374 0.9201 -0.01 -0.01 -0.01
N -2.2441 0.8520 1.1558 -0.03 -0.13 -0.01
C -3.2929 0.2877 2.0084 -0.04 0.06 -0.02
C -3.0373 -1.1735 2.3399 0.30 -0.24 0.06
O -3.9331 -1.9847 2.3603 -0.11 0.00 -0.04
N -1.7149 -1.4652 2.7109 -0.16 0.22 0.01
C -1.4393 -2.7419 3.1426 -0.18 0.04 0.08
C -0.0768 -3.3577 2.4005 -0.09 -0.14 -0.02
O -0.1076 -4.5585 2.3854 0.03 -0.09 -0.08
O 0.7683 -2.5122 2.0179 0.00 0.21 0.15
H -2.3806 1.8475 1.0163 0.00 -0.02 0.02
H -2.3038 0.4172 0.2371 -0.01 0.10 -0.03
H -4.2954 0.3490 1.5813 0.02 -0.01 0.00
H -3.3021 0.8344 2.9559 -0.03 0.00 0.00
H -2.2565 -3.4550 3.0448 0.06 0.02 0.04
H -1.0322 -2.7492 4.1653 0.13 0.00 -0.06
C 0.7502 -5.3151 -5.6845 -0.03 0.00 -0.01
C 0.2532 -4.2063 -4.8002 0.02 0.01 -0.04
C -0.1618 -4.4527 -3.5009 0.01 -0.03 0.05
C -0.6056 -3.4381 -2.6621 0.04 -0.08 -0.05
C -1.0267 -3.8267 -1.2632 0.03 0.06 -0.01
C -0.6370 -2.1156 -3.1442 0.17 0.08 -0.19
As -1.1115 -0.8521 -1.7336 -0.37 -0.13 0.03
N 0.4832 -0.5455 -0.8816 0.14 0.01 0.17
C 1.7028 -0.8930 -1.3926 -0.12 -0.02 0.14
C 2.0947 -0.5406 -2.6937 0.07 0.10 -0.11
C 3.3986 -0.7413 -3.1091 -0.04 0.00 -0.04
C 4.3223 -1.3444 -2.2650 -0.01 -0.02 0.03
C 3.9303 -1.7583 -0.9929 0.00 -0.03 -0.02
C 2.6424 -1.5295 -0.5529 0.02 -0.02 -0.02
C -1.7082 0.8409 -2.5237 0.20 0.12 0.04
C -1.1089 2.0930 -2.3392 -0.13 0.01 -0.02
C 0.0237 2.3972 -1.3893 0.04 -0.03 -0.09
C -1.6145 3.1763 -3.0614 0.01 0.00 0.08
C -2.6999 3.0650 -3.9104 -0.04 0.01 -0.04
C -3.2109 4.2442 -4.6891 0.00 -0.01 0.00
C -3.3300 1.8277 -4.0041 0.00 0.00 -0.02
C -2.8608 0.7178 -3.3238 -0.06 0.02 0.10
C -3.5995 -0.5876 -3.4557 0.01 -0.03 -0.03
C -0.2549 -1.8502 -4.4709 -0.17 -0.07 -0.02
C -0.3274 -0.5043 -5.1495 0.04 0.07 0.09
C 0.1832 -2.9031 -5.2670 0.00 -0.02 0.06
H 0.9018 -6.2336 -5.1203 0.00 -0.01 0.00
H 1.6949 -5.0428 -6.1556 0.01 0.00 -0.01
H 0.0357 -5.5240 -6.4825 -0.01 0.00 0.00
H -0.1371 -5.4675 -3.1216 0.02 -0.01 0.01
H -0.9133 -4.8995 -1.1274 -0.02 -0.03 0.02
H -2.0685 -3.5639 -1.0695 0.01 -0.01 0.02
H -0.4157 -3.3385 -0.5014 0.02 0.00 0.03
H 1.3791 -0.0492 -3.3401 0.05 0.00 0.03
H 3.6947 -0.4347 -4.1039 0.01 0.01 0.00
H 5.3362 -1.5118 -2.6010 0.02 -0.01 -0.01
H 4.6335 -2.2803 -0.3558 0.01 -0.01 0.00
H 2.2940 -1.9215 0.3956 0.02 0.03 0.04
H 0.1228 1.6574 -0.6015 -0.01 -0.03 0.05
H -0.1474 3.3696 -0.9249 0.04 0.00 -0.03
H 0.9820 2.4471 -1.9133 0.02 -0.03 -0.01
H -1.1420 4.1442 -2.9327 0.00 0.02 0.01
H -2.6718 5.1537 -4.4306 0.01 0.01 0.00
H -4.2715 4.4092 -4.4973 -0.01 0.00 0.00
H -3.0980 4.0776 -5.7612 0.01 0.00 -0.01
H -4.2118 1.7252 -4.6263 -0.02 0.00 -0.01
H -4.5182 -0.4478 -4.0217 -0.02 0.00 0.01
H -3.8670 -0.9932 -2.4758 0.00 -0.01 -0.01
H -3.0049 -1.3477 -3.9673 0.00 0.02 -0.01
H -0.6753 0.2957 -4.5044 0.08 -0.02 -0.04
H -1.0093 -0.5606 -5.9995 -0.02 0.02 -0.01
H 0.6497 -0.2225 -5.5470 0.02 -0.03 -0.03
H 0.4770 -2.6903 -6.2895 0.02 0.01 -0.02
```
Positions in Å, forces in eV/Å.

Properties
DFT total energy   -4797.71437 Eh
Charge   +1
Energy relative to the best compared isomer or geometry (same formula, charge and spin)   0.0 kJ/mol

---

Entry 5:
Entry from the OMol25 dataset: C16H27BCl3N4O2OsS2Sb as an isolated structure (ωB97M-V/def2-TZVPD).

XYZ file:
```
57
Properties=species:S:1:pos:R:3:forces:R:3
Os 0.4293 -0.7709 0.6763 -0.28 -0.01 -0.14
C 1.0497 -2.8538 3.9945 -0.02 0.15 0.03
N 1.1145 -1.4000 4.1894 -0.01 -0.17 0.02
C 0.6347 -0.7194 5.2817 0.02 0.04 0.00
C 0.9582 0.5863 5.1025 -0.02 -0.01 0.02
N 1.6424 0.6965 3.9144 0.21 0.60 -0.01
B 2.3973 2.0470 3.5673 -0.33 -0.45 0.59
N 2.6158 2.2983 2.0116 1.77 0.80 0.39
C 3.7523 2.9122 1.5921 -0.96 -0.98 1.88
C 3.6357 3.1653 0.2429 -1.12 -0.12 -1.87
N 2.4198 2.6921 -0.1496 1.49 0.74 -0.40
C 1.8702 2.8113 -1.5076 -0.05 -0.06 -0.07
C 1.8074 2.1730 0.9443 -2.17 -0.99 -0.34
S 0.1989 1.5075 0.9498 0.62 1.27 0.35
C 1.7272 -0.5158 3.3766 0.03 -0.19 -0.17
S 2.4534 -0.9346 1.8481 0.37 -0.27 0.19
H 0.3621 -3.2590 4.7309 -0.01 -0.01 0.01
H 2.0324 -3.2952 4.1380 0.04 0.02 0.01
H 0.6943 -3.0870 2.9941 0.00 0.04 -0.04
H 0.1290 -1.2163 6.0919 0.01 0.00 -0.03
H 0.7813 1.4416 5.7313 -0.01 -0.03 -0.02
H 1.7298 2.9453 4.0123 0.08 -0.05 -0.22
H 3.5004 1.9900 4.0394 -0.03 0.09 -0.14
H 4.5614 3.1171 2.2740 0.05 0.02 -0.02
H 4.3193 3.6294 -0.4503 0.05 0.04 0.04
H 2.6946 2.8045 -2.2141 0.04 0.01 0.02
H 1.3090 3.7378 -1.6023 -0.01 0.02 0.07
H 1.2159 1.9695 -1.7105 0.02 -0.01 0.10
C -2.1802 -3.8946 2.3474 -0.05 -0.01 0.13
C -2.4452 -2.4703 2.8317 -0.13 0.04 -0.07
Sb -2.1881 -1.0089 1.3208 0.76 0.00 -0.16
C -3.3179 -1.7194 -0.3265 -0.07 0.05 0.18
C -4.7937 -1.8358 0.0586 0.01 -0.09 -0.24
C -3.1171 0.7597 2.0377 -0.15 -0.11 0.03
C -4.2064 0.4603 3.0705 0.00 0.18 -0.01
H -2.3031 -4.5918 3.1774 -0.02 0.00 -0.02
H -1.1791 -4.0212 1.9413 0.00 0.03 -0.01
H -2.8853 -4.1914 1.5702 0.01 0.02 0.00
H -1.8140 -2.1684 3.6683 0.01 -0.06 0.02
H -3.4827 -2.3264 3.1388 0.02 -0.14 0.13
H -2.8751 -2.6768 -0.6028 -0.03 -0.02 -0.02
H -3.1484 -1.0184 -1.1427 -0.07 -0.01 -0.05
H -4.9509 -2.5290 0.8866 0.03 0.02 0.00
H -5.3567 -2.2197 -0.7931 -0.03 0.00 0.03
H -5.2290 -0.8724 0.3252 0.03 0.01 0.00
H -3.5088 1.2655 1.1541 -0.05 0.04 0.04
H -2.3284 1.3844 2.4540 -0.02 0.05 0.04
H -4.9771 -0.2092 2.6886 0.02 -0.01 -0.04
H -4.7009 1.3882 3.3588 0.00 -0.01 0.02
H -3.7936 0.0172 3.9768 0.02 -0.01 -0.01
Cl 0.9760 -3.3394 -3.4759 -0.06 -0.09 -0.29
C 1.1694 -2.7347 -1.8887 0.12 0.24 -0.09
Cl 0.8115 -0.8947 -1.9205 0.08 -0.15 -0.12
Cl 2.7931 -2.9591 -1.2793 0.01 0.02 0.05
C 0.1327 -3.2993 -0.8914 0.20 0.58 1.23
O -0.6067 -4.1782 -1.1789 -0.17 -0.32 -0.20
O 0.1803 -2.7152 0.3159 -0.23 -0.75 -0.81
```
Positions in Å, forces in eV/Å.

Properties
DFT total energy   -3527.52418 Eh
Charge   +2
Energy relative to the best compared isomer or geometry (same formula, charge and spin)   158.9 kJ/mol
Multiplicity   5